1.
{
  "formula": "CH9NO3",
  "method": "ωB97M-V/def2-TZVPD",
  "species": ["C", "N", "H", "H", "H", "O", "H", "H", "O", "H", "H", "O", "H", "H"],
  "positions_angstrom": [[-3.00, 1.60, -1.99], [-2.02, 1.48, -2.78], [-3.03, 2.29, -1.14], [-3.92, 1.09, -2.27], [-1.08, 1.36, -2.41], [1.48, -3.84, 3.06], [2.09, -3.11, 3.22], [2.10, -4.55, 2.87], [0.85, 0.56, -1.14], [0.89, 1.25, -1.82], [1.75, 0.22, -1.23], [1.55, 0.79, 1.84], [0.78, 0.78, 1.26], [1.24, 0.25, 2.58]],
  "smiles": "C=N.O.O.O",
  "homo_energy_ev": -9.182,
  "e_above_lowest_kcal_mol": 42.7,
  "orbital_gap_ev": 9.77,
  "e_lumo_ev": 0.584
}

---

2.
{
  "formula": "C5H9N2S",
  "method": "ωB97M-V/def2-TZVPD",
  "species": ["C", "C", "C", "C", "C", "N", "N", "S", "H", "H", "H", "H", "H", "H", "H", "H", "H"],
  "positions_angstrom": [[1.51, 0.47, -0.12], [-1.08, -1.09, -0.04], [0.22, 0.13, -2.98], [-0.52, -0.25, 0.85], [-1.35, 0.41, 2.00], [0.85, 0.04, 0.98], [2.67, 0.71, -0.51], [0.16, 0.91, -1.49], [-2.11, -1.39, 0.16], [-0.59, -1.72, -0.76], [-0.44, 0.29, -3.86], [-2.17, -0.33, 2.45], [-1.88, 1.33, 1.75], [-0.55, 0.60, 2.71], [1.03, 0.50, 1.89], [3.50, 0.42, -0.03], [0.75, -1.02, -3.02]],
  "homo_energy_ev": [-13.376, -13.376],
  "e_above_lowest_kcal_mol": 101.6,
  "orbital_gap_ev": [7.53, 7.53],
  "total_charge": 1,
  "e_lumo_ev": [-5.851, -5.849]
}

---

3.
{
  "formula": "C4H16NSi2",
  "method": "ωB97M-V/def2-TZVPD",
  "species": ["C", "C", "C", "N", "C", "Si", "Si", "H", "H", "H", "H", "H", "H", "H", "H", "H", "H", "H", "H", "H", "H", "H", "H"],
  "positions_angstrom": [[-0.13, -0.99, 2.12], [-0.62, -0.20, 1.00], [-2.20, -0.21, 0.91], [-0.12, -0.75, -0.38], [0.76, 0.14, -1.20], [2.56, 0.47, -0.36], [-0.20, 1.45, -2.34], [-0.27, -2.01, 1.94], [0.84, -0.71, 2.37], [-0.66, -0.63, 2.99], [-0.37, 0.89, 1.13], [-2.46, -1.22, 0.66], [-2.67, 0.56, 0.29], [-2.52, 0.04, 1.84], [0.41, -1.68, -0.09], [-0.79, -0.99, -1.05], [1.19, -0.66, -1.85], [2.04, 1.23, 0.94], [3.51, 1.11, -1.23], [2.93, -0.89, 0.14], [-0.15, 2.91, -2.06], [-1.61, 0.85, -2.22], [0.53, 1.29, -3.54]],
  "smiles": "CC(C)[NH2+]C([SiH3])[SiH3]",
  "homo_energy_ev": -14.476,
  "e_above_lowest_kcal_mol": 17.6,
  "orbital_gap_ev": 11.45,
  "total_charge": 1,
  "e_lumo_ev": -3.030
}

---

Copy entry 1 word for word.
{
  "formula": "CH9NO3",
  "method": "ωB97M-V/def2-TZVPD",
  "species": ["C", "N", "H", "H", "H", "O", "H", "H", "O", "H", "H", "O", "H", "H"],
  "positions_angstrom": [[-3.00, 1.60, -1.99], [-2.02, 1.48, -2.78], [-3.03, 2.29, -1.14], [-3.92, 1.09, -2.27], [-1.08, 1.36, -2.41], [1.48, -3.84, 3.06], [2.09, -3.11, 3.22], [2.10, -4.55, 2.87], [0.85, 0.56, -1.14], [0.89, 1.25, -1.82], [1.75, 0.22, -1.23], [1.55, 0.79, 1.84], [0.78, 0.78, 1.26], [1.24, 0.25, 2.58]],
  "smiles": "C=N.O.O.O",
  "homo_energy_ev": -9.182,
  "e_above_lowest_kcal_mol": 42.7,
  "orbital_gap_ev": 9.77,
  "e_lumo_ev": 0.584
}